# 1
ORCA calculation (ωB97M-V with the def2-TZVPD basis set) on a molecular structure, C24H22Co2NO9.

Summary:
HOMO-LUMO gap	0.2028	Eh
lowest unoccupied orbital energy	2.3532	eV
charge	-1
2S+1	1

Element x y z (Å)
C1 -3.16848 2.02035 -3.81877
C2 -2.81596 1.08781 -2.68623
O1 -2.49782 1.79155 -1.49536
C3 -1.88353 1.00029 -0.57527
C4 -1.64249 1.62309 0.71061
C5 -0.91433 0.94191 1.62698
N1 -0.67695 1.35333 2.91529
C6 -1.63306 2.26018 3.57294
C7 -0.92257 3.01406 4.67888
O2 -0.22206 2.13739 5.54924
C8 0.73797 1.33525 4.87485
C9 0.05232 0.46512 3.83882
O3 -1.58582 -0.17805 -0.86055
H1 -3.48573 1.40609 -4.66428
H2 -3.98648 2.69741 -3.56134
H3 -2.28163 2.57008 -4.13698
H4 -3.68470 0.42573 -2.52215
H5 -1.96965 0.45504 -3.00507
H6 -2.03238 2.63451 0.86377
H7 -0.37061 0.03801 1.35085
H8 -2.04192 2.94156 2.82092
H9 -2.44316 1.66401 4.03029
H10 -0.24375 3.74832 4.22176
H11 -1.66374 3.51156 5.31396
H12 1.50111 1.95032 4.36891
H13 1.18278 0.70649 5.65537
H14 -0.66250 -0.20434 4.35025
H15 0.77444 -0.11585 3.25521
O4 -7.96720 -2.27232 1.68581
C10 -7.01621 -2.29205 1.02458
Co1 -5.57793 -2.63692 0.08143
C11 -5.57923 -1.39533 -1.17815
O5 -5.64527 -0.65513 -2.06904
C12 -4.26154 -2.35909 1.20259
O6 -3.38606 -2.27514 1.95815
C13 -5.49043 -4.53683 0.32019
C14 -6.10198 -5.08840 1.56161
C15 -5.42576 -4.85453 2.76148
C16 -6.08711 -5.08223 3.96284
C17 -7.38436 -5.61742 3.98085
C18 -8.04930 -5.85029 2.76621
C19 -7.40328 -5.62385 1.54721
C20 -6.19428 -4.45587 -0.95131
C21 -7.42989 -4.57673 -1.54396
Co2 -4.45690 -4.90033 -1.21508
C22 -2.91560 -5.09280 -0.31637
O7 -2.02934 -5.15605 0.42996
C23 -3.90735 -3.87765 -2.65054
O8 -3.66844 -3.13416 -3.50576
C24 -4.70259 -6.55531 -1.93319
O9 -5.02006 -7.61508 -2.28232
H16 -4.40260 -4.45800 2.73663
H17 -5.56689 -4.83478 4.88878
H18 -7.87336 -5.83489 4.94132
H19 -9.07951 -6.22059 2.77629
H20 -7.94148 -5.82880 0.61532
H21 -7.40065 -5.07114 -2.52516
H22 -8.32109 -4.43155 -0.91113

Here are the natural (NBO) charges for atoms 1 to 8, given in e:
1. C -0.6183
2. C -0.0888
3. O -0.5136
4. C 0.7526
5. C -0.4600
6. C 0.1329
7. N -0.4182
8. C -0.2476

---

# 2
ORCA calculation (ωB97M-V with the def2-TZVPD basis set) on a molecular structure, C24H22F3N3O5S3.

Summary:
HOMO-LUMO gap	0.2146	Eh
lowest unoccupied orbital energy	-1.5679	eV
charge	0
2S+1	1

Element x y z (Å)
C1 4.59547 -2.07667 4.00000
O1 4.08709 -0.99417 3.20177
C2 2.77363 -1.05666 2.85714
C3 2.18315 0.17005 2.51128
C4 0.81070 0.22231 2.46882
C5 0.00875 -0.90073 2.56310
N1 -1.38862 -0.75076 2.59104
C6 -2.04336 0.44618 2.43830
N2 -3.31074 0.26271 2.88026
C7 -4.34070 1.29068 3.02632
C8 -3.50598 -1.08561 3.14304
C9 -2.32351 -1.71322 2.95518
C10 0.58416 -2.15682 2.75064
C11 1.97028 -2.22948 2.93078
H1 5.43729 -1.65749 4.53934
H2 3.87543 -2.46010 4.73091
H3 4.92452 -2.89685 3.35939
H4 2.79364 1.05825 2.36098
H5 0.37065 1.20744 2.25573
H6 -3.87354 2.28032 3.06800
H7 -5.03913 1.27030 2.17676
H8 -4.89204 1.10233 3.95892
H9 -4.45123 -1.43844 3.51495
H10 -2.03394 -2.73654 3.12471
H11 -0.00354 -3.08181 2.72478
H12 2.44384 -3.18608 3.15846
F1 -0.70608 -0.21652 0.06642
C12 -0.91364 1.13911 0.04663
F2 0.25740 1.73292 -0.30019
F3 -1.81086 1.36035 -0.94504
S1 -1.46874 1.84253 1.69178
N3 -3.88580 4.57553 -1.25433
S2 -2.54066 5.37253 -0.74018
C13 -2.39388 6.00394 -2.39888
C14 -1.23148 5.88811 -3.16037
C15 -1.35080 6.00196 -4.55477
C16 -2.60708 6.21380 -5.14744
C17 -3.76107 6.29773 -4.35447
C18 -3.64471 6.21791 -2.97209
O2 -2.84606 6.42808 0.19365
O3 -1.41991 4.49737 -0.48652
S3 -5.00089 4.14288 -0.17301
C19 -5.38335 2.58043 -0.97234
C20 -6.23793 2.49618 -2.07873
C21 -6.48492 1.23136 -2.62584
C22 -5.89211 0.08155 -2.08446
C23 -5.00189 0.19523 -1.00029
C24 -4.72939 1.45824 -0.46707
O4 -4.40990 3.82976 1.11775
O5 -6.15907 4.99907 -0.25701
H13 -0.28469 5.68627 -2.66386
H14 -0.45772 5.90259 -5.18096
H15 -2.68641 6.28416 -6.23841
H16 -4.75583 6.40325 -4.79308
H17 -4.54857 6.25081 -2.36795
H18 -6.65681 3.40836 -2.50243
H19 -7.15877 1.13856 -3.47958
H20 -6.12045 -0.90360 -2.50504
H21 -4.54191 -0.69118 -0.55883
H22 -4.00190 1.59422 0.33749

Here are the natural (NBO) charges for atoms 1 to 8, given in e:
1. C -0.2603
2. O -0.4830
3. C 0.3310
4. C -0.2143
5. C -0.2362
6. C 0.1518
7. N -0.3063
8. C 0.2039

---

# 3
ORCA calculation (ωB97M-V with the def2-TZVPD basis set) on C24H22FN5O2S in the gas phase.

Summary:
HOMO-LUMO gap	0.3240	Eh
lowest unoccupied orbital energy	0.3960	eV
charge	0
structure (SMILES)	CC(=O)c1ccc(NC(=O)CSc2nnc(Cc3cccn3C)n2-c2ccc(F)cc2)cc1
2S+1	1

Element x y z (Å)
C1 4.98502 1.07427 -1.65599
C2 4.78973 -0.26358 -0.98155
O1 5.38493 -1.25147 -1.35566
C3 3.82491 -0.31588 0.14065
C4 3.55471 -1.55774 0.71944
C5 2.63630 -1.69520 1.73852
C6 1.95698 -0.57094 2.20249
N1 0.96318 -0.62043 3.18094
C7 0.31025 -1.71200 3.66070
O2 0.64110 -2.86350 3.49883
C8 -0.95363 -1.33897 4.43058
S1 -2.37364 -1.32700 3.27546
C9 -1.92526 0.03085 2.28654
N2 -1.15223 1.01885 2.65137
N3 -0.96499 1.80917 1.58186
C10 -1.61175 1.30532 0.57456
C11 -1.60287 1.86419 -0.79750
C12 -0.43525 1.31750 -1.56588
C13 0.41930 0.28340 -1.26960
C14 1.33801 0.18077 -2.33123
C15 1.01242 1.15384 -3.23463
N4 -0.06477 1.84243 -2.76993
C16 -0.70364 2.94240 -3.43228
N5 -2.26427 0.15690 0.96337
C17 -3.12856 -0.67449 0.22976
C18 -4.34977 -1.04019 0.78770
C19 -5.21291 -1.85642 0.08279
C20 -4.84111 -2.29117 -1.17740
F1 -5.68325 -3.07723 -1.87155
C21 -3.62895 -1.93939 -1.74484
C22 -2.76476 -1.12821 -1.03386
C23 2.23774 0.68087 1.64933
C24 3.15551 0.80655 0.63055
H1 4.03282 1.44400 -2.03050
H2 5.38837 1.79384 -0.94703
H3 5.68120 0.95856 -2.48289
H4 4.07953 -2.42158 0.33947
H5 2.42695 -2.66216 2.16477
H6 0.51531 0.28073 3.34824
H7 -0.90045 -0.36449 4.91123
H8 -1.19493 -2.12140 5.14832
H9 -2.54698 1.62874 -1.30275
H10 -1.51164 2.95038 -0.71387
H11 0.40813 -0.32786 -0.38823
H12 2.13515 -0.53054 -2.41168
H13 1.46339 1.40371 -4.17485
H14 -0.22314 3.10777 -4.39477
H15 -1.76284 2.73277 -3.60041
H16 -0.62145 3.85677 -2.83865
H17 -4.62205 -0.68272 1.76884
H18 -6.16257 -2.15373 0.49689
H19 -3.36677 -2.30576 -2.72431
H20 -1.80442 -0.86385 -1.44933
H21 1.70104 1.54909 2.00366
H22 3.33688 1.78423 0.21429

Here are the natural (NBO) charges for atoms 1 to 8, given in e:
1. C -0.7225
2. C 0.5778
3. O -0.5492
4. C -0.2042
5. C -0.1278
6. C -0.2615
7. C 0.1632
8. N -0.6239

---

# 4
ORCA calculation (ωB97M-V with the def2-TZVPD basis set) on a molecular structure, C24H23AuGeN2O3.

Summary:
HOMO-LUMO gap (alpha / beta)	0.2510 / 0.1976	Eh
⟨S²⟩	0.7607
lowest unoccupied orbital energy (alpha / beta)	-4.4936 / -5.9309	eV
charge	+1
2S+1	2

Element x y z (Å)
Au1 0.97234 0.67685 0.80339
O1 -0.45025 -0.54238 2.01252
N1 -1.50180 0.05975 2.40764
N2 -1.72615 1.20354 1.91337
O2 -0.95503 1.79612 1.02856
C1 -2.91842 1.90939 2.32350
C2 -3.78241 1.33397 3.24635
C3 -4.91628 2.03703 3.61467
C4 -5.18054 3.28796 3.07190
C5 -4.30388 3.84192 2.15407
C6 -3.16016 3.15506 1.77068
H1 -3.57335 0.36214 3.66559
H2 -5.59717 1.60088 4.33277
H3 -6.06955 3.82819 3.36748
H4 -4.50224 4.81662 1.72956
H5 -2.46642 3.57783 1.06102
C7 3.51819 1.45224 2.53162
O3 3.11939 0.97885 1.29653
H6 4.60264 1.52164 2.60261
H7 3.12489 0.76262 3.29645
H8 3.02664 2.41232 2.73814
C8 -1.05583 1.67390 -1.97882
Ge1 -0.14823 0.08986 -1.34725
C9 -1.16128 -1.53723 -1.47877
C10 -1.71881 -2.28357 -0.44655
C11 -2.43681 -3.43308 -0.74189
C12 -2.60013 -3.84215 -2.05767
C13 -2.04393 -3.10286 -3.09200
C14 -1.32715 -1.95157 -2.80452
C15 1.77135 0.10723 -1.55942
C16 2.31327 1.24709 -2.13805
C17 3.68719 1.35218 -2.38352
C18 4.52043 0.33486 -1.99778
C19 4.02833 -0.83237 -1.37140
C20 4.90631 -1.86578 -0.96181
C21 4.42154 -2.98905 -0.35933
C22 3.03409 -3.13257 -0.14856
C23 2.16291 -2.15218 -0.53173
C24 2.63592 -0.96666 -1.14581
H9 -1.18110 1.57423 -3.06070
H10 -0.50484 2.58574 -1.76381
H11 -2.04017 1.72485 -1.52065
H12 -1.58666 -1.97944 0.58299
H13 -2.86974 -4.01250 0.06258
H14 -3.16149 -4.74010 -2.27865
H15 -2.16721 -3.42007 -4.11860
H16 -0.89592 -1.38890 -3.62794
H17 1.66862 2.06919 -2.42528
H18 4.08258 2.23566 -2.86492
H19 5.58762 0.41480 -2.16701
H20 5.96780 -1.74729 -1.13963
H21 5.09357 -3.77738 -0.04882
H22 2.65590 -4.03320 0.31646
H23 1.10140 -2.29418 -0.36954

Here are the natural (NBO) charges for atoms 1 to 8, given in e:
1. Au 1.0048
2. O -0.5752
3. N 0.1674
4. N 0.1553
5. O -0.6355
6. C 0.1505
7. C -0.2349
8. C -0.1894